No. 1
Below is a molecular structure, C21H30N4O at a distorted geometry, with properties calculated with ωB97M-V with the def2-TZVPD basis set.

Results
- Spin multiplicity: 1
- M: 354.5 g mol⁻¹
- HOMO-LUMO gap: 0.2898 hartree

Last column: natural (NBO) charge in e.
Geometry (Å):
C: 4.582 3.345 -1.676  -0.6737
C: 4.733 1.970 -0.952  0.0933
C: 4.045 0.799 -1.000  -0.2694
C: 2.860 0.689 -1.956  -0.2227
N: 1.766 0.116 -1.365  -0.4336
C: 0.672 -0.097 -1.977  -0.1766
C: -0.337 -0.784 -1.089  -0.1839
N: -0.627 -0.331 -0.010  -0.4440
C: 0.580 -0.032 0.797  -0.2298
H: 0.155 0.548 1.736  0.2045
C: 1.613 0.815 0.184  -0.0588
C: 1.004 2.204 -0.238  -0.5240
H: 1.171 2.705 -1.328  0.2272
H: -0.216 2.129 -0.237  0.2540
C: 1.169 3.169 0.831  -0.0838
O: 2.525 3.526 1.248  -0.7316
H: 2.844 3.607 0.286  0.4560
H: 0.670 4.318 0.721  0.1821
H: 0.687 2.720 1.916  0.1665
H: 2.404 1.089 0.743  0.2365
H: 1.070 -0.950 1.073  0.1936
C: -1.619 -0.805 0.982  -0.2295
C: -2.987 -0.844 0.235  0.0988
C: -3.388 0.204 -0.680  -0.2813
C: -4.589 -0.493 -1.292  -0.2796
C: -5.161 -1.412 -0.505  -0.1057
N: -4.175 -1.618 0.180  -0.2978
C: -4.056 -2.904 1.286  0.4074
N: -3.333 -2.550 2.318  -0.4248
C: -3.441 -3.620 3.188  0.0209
C: -4.101 -4.900 3.058  -0.2718
C: -4.908 -4.955 1.768  -0.1322
C: -4.943 -3.910 0.998  -0.3057
H: -5.559 -3.886 -0.058  0.2512
H: -5.580 -5.718 1.674  0.2112
H: -4.092 -5.685 3.936  0.2529
H: -2.705 -3.663 3.899  0.1862
H: -6.094 -1.712 -0.320  0.2228
H: -5.299 0.277 -1.915  0.1787
H: -2.688 0.950 -1.058  0.2245
H: -1.626 -1.872 1.105  0.2042
H: -1.718 -0.234 1.997  0.2475
H: -1.149 -1.125 -1.722  0.2239
H: 0.126 -1.849 -0.907  0.0604
H: 1.152 -0.843 -2.821  0.1926
H: 0.019 0.630 -2.370  0.1520
H: 3.039 0.026 -2.725  0.1977
H: 2.413 1.671 -2.496  0.1401
H: 4.439 -0.045 -0.484  0.2249
C: 6.177 2.168 0.002  -0.5620
H: 5.874 2.742 0.756  0.2138
H: 6.263 1.060 0.385  0.1800
H: 6.834 2.239 -0.585  0.1695
H: 4.691 4.257 -1.078  0.2156
H: 5.203 3.425 -2.506  0.2261
H: 3.611 3.442 -1.952  0.2059

***

No. 2
Below is a molecular structure, C21H31BN9O3SeV at a distorted geometry, with properties calculated with ωB97M-V with the def2-TZVPD basis set.

Results
- Charge: +1
- ⟨S²⟩: 3.8057
- Spin multiplicity: 4
- M: 598.3 g mol⁻¹
- HOMO-LUMO gap (spin up / spin down): 0.1878 / 0.2642 hartree

Last column: natural (NBO) charge in e.
Geometry (Å):
V: -0.127 0.693 -0.511  1.3396
C: 3.033 1.016 -0.560  -0.2496
O: 2.002 0.478 0.248  -0.5637
C: 2.279 0.615 1.629  -0.0785
C: 1.128 -0.032 2.394  -0.0776
O: -0.106 0.542 2.000  -0.5565
C: -0.858 1.207 2.995  -0.0669
C: -2.223 1.534 2.386  -0.0722
O: -2.017 2.186 1.151  -0.5417
C: -3.181 2.818 0.657  -0.2430
H: 3.988 0.522 -0.348  0.1892
H: 3.151 2.095 -0.396  0.1995
H: 2.761 0.831 -1.599  0.2222
H: 2.383 1.674 1.897  0.1926
H: 3.216 0.096 1.876  0.1996
H: 1.291 0.058 3.473  0.2065
H: 1.100 -1.091 2.113  0.2019
H: -0.357 2.136 3.308  0.1833
H: -1.002 0.554 3.868  0.1951
H: -2.779 2.187 3.076  0.1951
H: -2.797 0.604 2.238  0.1746
H: -3.953 2.089 0.374  0.1689
H: -2.877 3.380 -0.226  0.2081
H: -3.593 3.502 1.407  0.1868
B: -0.084 2.686 -3.148  0.1959
N: 0.302 1.204 -3.323  -0.2758
C: 0.505 0.585 -4.485  0.0084
C: 0.774 -0.754 -4.232  -0.3255
C: 0.716 -0.864 -2.850  -0.0544
N: 0.430 0.332 -2.325  -0.4376
N: 0.562 3.164 -1.834  -0.2668
C: 1.184 4.323 -1.633  0.0141
C: 1.360 4.500 -0.268  -0.3338
C: 0.794 3.366 0.296  -0.0276
N: 0.338 2.562 -0.669  -0.4501
H: 0.361 3.303 -4.054  -0.0225
H: -1.275 2.789 -3.039  -0.0695
H: 0.443 1.110 -5.416  0.2333
H: 0.982 -1.522 -4.949  0.2377
H: 0.865 -1.719 -2.215  0.2502
H: 1.467 4.953 -2.450  0.2359
H: 1.827 5.325 0.230  0.2398
H: 0.672 3.121 1.336  0.2144
C: 3.382 -2.878 0.209  -0.6474
C: 2.142 -3.578 -0.205  0.3576
N: 0.956 -3.038 -0.332  -0.5110
C: 0.127 -4.042 -0.744  -0.1125
C: 0.827 -5.203 -0.864  -0.0819
N: 2.114 -4.896 -0.522  -0.5140
H: 3.223 -1.808 0.117  0.2305
H: 4.214 -3.185 -0.421  0.2295
H: 3.634 -3.114 1.242  0.2265
H: -0.916 -3.863 -0.912  0.2082
H: 0.524 -6.181 -1.170  0.2267
H: 2.893 -5.535 -0.511  0.4257
Se: -3.495 1.002 -2.309  1.1111
N: -4.360 -0.310 -1.519  -0.5985
C: -3.540 -0.959 -0.697  0.0637
C: -3.805 -1.999 0.209  -0.1632
C: -2.757 -2.423 1.002  -0.1963
C: -1.470 -1.890 0.871  0.0571
N: -1.176 -0.935 0.000  -0.5497
C: -2.204 -0.455 -0.704  0.2714
N: -1.990 0.628 -1.438  -0.7158
H: -4.793 -2.416 0.287  0.2451
H: -2.919 -3.203 1.730  0.2321
H: -0.658 -2.263 1.477  0.2258

***

No. 3
Below is a molecular structure, C21H31Br3O10 at a distorted geometry, with properties calculated with ωB97M-V with the def2-TZVPD basis set.

Results
- Spin multiplicity: 1
- M: 683.2 g mol⁻¹
- HOMO-LUMO gap: 0.2806 hartree

Last column: natural (NBO) charge in e.
Geometry (Å):
O: 4.239 1.121 1.125  -0.5605
C: 3.573 0.747 2.057  0.8169
O: 2.195 0.859 2.127  -0.5972
C: 1.693 0.267 3.335  -0.2391
C: 2.814 -0.740 3.735  -0.3912
C: 4.023 0.144 3.304  -0.5555
H: 0.755 -0.170 2.991  0.3593
H: 1.651 0.980 4.159  0.1836
H: 2.544 -1.690 3.275  0.1499
H: 2.679 -0.888 4.807  0.2121
H: 4.923 -0.465 3.228  0.2373
H: 4.330 0.938 3.985  0.2519
O: -1.285 -0.305 4.112  -0.5879
C: -1.045 0.457 3.102  0.7977
O: 0.067 0.300 2.448  -0.5015
C: 0.332 1.355 1.619  -0.1464
C: -1.043 1.868 1.277  -0.4534
C: -1.968 1.404 2.457  -0.5093
H: 0.826 1.161 0.667  0.2513
H: 1.112 2.033 1.967  0.2758
H: -1.357 1.468 0.313  0.2743
H: -0.958 2.940 1.101  0.2077
H: -2.703 0.703 2.063  0.2355
H: -2.363 2.171 3.124  0.2578
O: -0.843 2.105 -5.016  -0.5678
C: -1.106 1.624 -3.881  0.8145
O: -2.210 2.084 -3.166  -0.5002
C: -2.224 1.488 -1.850  -0.0888
C: -1.417 0.197 -2.079  -0.4768
C: -0.340 0.563 -3.056  -0.5952
H: -3.262 1.217 -1.656  0.2125
H: -1.804 2.095 -1.048  0.1821
H: -2.116 -0.571 -2.410  0.2117
H: -1.024 -0.127 -1.116  0.2447
H: -0.029 -0.236 -3.729  0.2480
H: 0.400 1.183 -2.550  0.2651
O: 1.575 2.441 -3.377  -0.5755
C: 2.072 1.323 -3.174  0.7965
O: 2.656 1.062 -1.971  -0.5099
C: 3.091 -0.284 -1.793  -0.1106
C: 2.251 -0.991 -2.791  -0.4655
C: 2.116 0.044 -3.942  -0.5378
H: 2.899 -0.485 -0.739  0.2216
H: 4.147 -0.463 -1.993  0.1945
H: 1.303 -1.218 -2.305  0.2164
H: 2.740 -1.889 -3.169  0.2286
H: 1.247 0.002 -4.599  0.2501
H: 3.039 0.092 -4.519  0.2497
O: -1.395 0.044 0.635  -0.7079
C: -2.324 -0.638 0.253  0.9195
O: -3.091 -0.484 -0.883  -0.5307
C: -4.020 -1.487 -1.034  -0.0593
C: -4.090 -2.273 0.227  -0.4341
C: -2.732 -2.018 0.849  -0.5907
H: -3.677 -2.016 -1.923  0.1795
H: -4.995 -1.096 -1.326  0.2020
H: -4.299 -3.287 -0.113  0.2210
H: -4.975 -1.995 0.799  0.2177
H: -2.034 -2.778 0.498  0.1993
H: -2.655 -1.910 1.931  0.2396
C: 0.338 -1.459 0.870  -0.4345
Br: 0.779 -0.435 -0.763  0.1933
Br: 1.895 -2.139 1.845  0.1669
Br: -0.570 -3.108 0.239  0.1237
H: -0.350 -0.839 1.445  0.2180

***

No. 4
Below is C21H31BrN4O2 in the gas phase, with properties calculated with ωB97M-V with the def2-TZVPD basis set.

Results
- Spin multiplicity: 1
- M: 451.4 g mol⁻¹
- HOMO-LUMO gap: 0.3164 hartree

Last column: natural (NBO) charge in e.
Geometry (Å):
C: -2.857 -2.361 -6.131  -0.6130
C: -2.001 -2.300 -4.877  -0.2093
N: -2.298 -3.368 -3.937  -0.4362
C: -1.922 -4.679 -4.454  -0.2201
C: -1.934 -5.588 -3.231  -0.4134
C: -1.628 -4.646 -2.052  -0.3994
C: -1.594 -3.234 -2.659  -0.0536
C: -2.257 -2.158 -1.795  -0.2100
N: -1.381 -1.587 -0.789  -0.4320
C: -0.896 -0.223 -0.879  -0.1923
C: -0.360 0.093 0.533  -0.3021
C: 0.944 0.869 0.474  0.6902
O: 1.886 0.481 -0.185  -0.6124
N: 0.973 1.990 1.257  -0.6179
C: 2.040 2.912 1.379  0.0655
C: 2.909 3.191 0.340  -0.1736
C: 3.892 4.161 0.484  -0.2700
C: 3.968 4.848 1.678  -0.0623
Br: 5.279 6.198 1.895  0.0517
C: 3.123 4.573 2.741  -0.3203
C: 2.154 3.581 2.614  0.2474
N: 1.250 3.262 3.626  -0.6336
C: 1.380 3.829 4.965  -0.0485
C: 2.576 3.267 5.734  -0.6271
C: 0.082 3.576 5.719  -0.6039
C: -0.170 -1.289 1.177  -0.4919
C: -1.068 -2.212 0.375  0.6867
O: -1.431 -3.325 0.699  -0.6215
H: -2.659 -1.496 -6.765  0.2114
H: -2.649 -3.255 -6.719  0.2045
H: -3.915 -2.365 -5.865  0.2122
H: -0.930 -2.329 -5.153  0.1598
H: -2.167 -1.340 -4.383  0.1865
H: -2.607 -5.006 -5.234  0.2023
H: -0.906 -4.635 -4.888  0.1564
H: -2.916 -6.044 -3.109  0.2067
H: -1.207 -6.393 -3.323  0.2101
H: -2.403 -4.701 -1.290  0.2234
H: -0.691 -4.878 -1.549  0.2199
H: -0.546 -2.931 -2.841  0.1645
H: -2.605 -1.336 -2.418  0.2022
H: -3.129 -2.594 -1.300  0.2174
H: -0.094 -0.123 -1.615  0.2117
H: -1.710 0.451 -1.159  0.1935
H: -1.118 0.647 1.090  0.2041
H: 0.121 2.243 1.731  0.4046
H: 2.814 2.641 -0.584  0.2449
H: 4.573 4.378 -0.326  0.2310
H: 3.235 5.122 3.664  0.2268
H: 1.046 2.271 3.664  0.3755
H: 1.499 4.907 4.838  0.1955
H: 2.677 3.758 6.702  0.2158
H: 2.430 2.198 5.911  0.2043
H: 3.508 3.393 5.185  0.2198
H: 0.131 4.005 6.719  0.2167
H: -0.765 4.009 5.189  0.2187
H: -0.090 2.501 5.829  0.1989
H: 0.860 -1.636 1.072  0.2502
H: -0.444 -1.326 2.229  0.2336

***

> What is the formula in the second record?

C21H31BN9O3SeV